{"formula": "C14H36NO5PSSi2", "method": "the ωB97M-V functional and the def2-TZVPD basis", "e_above_lowest_kj_mol": 0.0, "homo_ev": -8.500, "multiplicity": 1, "orbital_gap_ev": 9.20, "elements": ["C", "C", "O", "C", "C", "C", "C", "C", "Si", "O", "Si", "C", "S", "C", "C", "P", "N", "O", "O", "H", "H", "H", "H", "H", "H", "H", "H", "H", "H", "H", "H", "H", "H", "H", "H", "H", "H", "H", "H", "H", "H", "H", "H", "H", "H", "H", "H", "C", "C", "C", "O", "C", "H", "H", "H", "H", "H", "H", "H", "H"], "coordinates": [[-3.059, 0.148, -4.463], [-1.841, 0.303, -3.552], [-2.100, -0.089, -2.203], [-2.263, -1.495, -2.046], [-2.027, -1.901, -0.583], [-3.026, -1.256, 0.415], [-2.638, -1.245, 1.925], [-1.181, -0.839, 2.256], [-1.027, 1.005, 2.086], [0.565, 1.510, 2.041], [1.136, 2.545, 0.892], [2.645, 3.466, 1.513], [2.289, 5.123, 2.183], [1.202, 4.702, 3.587], [-0.280, 5.083, 3.408], [1.596, 1.404, -1.012], [1.323, 2.263, -2.287], [3.101, 0.770, -0.956], [0.766, 0.002, -0.983], [-2.867, 0.641, -5.426], [-3.936, 0.620, -4.003], [-3.289, -0.904, -4.672], [-0.995, -0.286, -3.949], [-1.519, 1.351, -3.499], [-1.539, -2.005, -2.708], [-3.272, -1.802, -2.370], [-0.983, -1.660, -0.341], [-2.144, -2.995, -0.520], [-3.964, -1.828, 0.329], [-3.263, -0.235, 0.091], [-3.302, -0.508, 2.413], [-2.888, -2.209, 2.391], [-0.925, -1.084, 3.300], [-0.443, -1.363, 1.638], [-1.687, 1.653, 3.244], [-1.656, 1.486, 0.833], [0.072, 3.474, 0.460], [3.352, 3.632, 0.686], [3.162, 2.869, 2.281], [1.312, 3.627, 3.785], [1.629, 5.219, 4.459], [-0.462, 6.116, 3.734], [-0.585, 5.012, 2.354], [-0.931, 4.423, 3.994], [0.993, 3.205, -2.118], [3.606, 1.135, -1.692], [-0.132, 0.158, -1.314], [3.490, -3.853, -0.439], [2.449, -2.926, -1.064], [1.195, -3.780, -0.975], [1.335, -4.577, 0.202], [2.681, -4.501, 0.678], [4.371, -3.331, -0.067], [3.817, -4.606, -1.160], [2.345, -2.017, -0.470], [2.680, -2.632, -2.087], [1.100, -4.438, -1.847], [0.282, -3.186, -0.888], [2.709, -3.891, 1.588], [3.017, -5.508, 0.928]], "forces_ev_per_a": [[0.04, 0.06, 0.03], [-0.04, 0.04, -0.19], [0.40, -0.12, 0.13], [-0.17, -0.25, 0.14], [-0.21, 0.17, 0.07], [0.00, -0.13, -0.14], [-0.11, 0.04, -0.08], [0.05, -0.09, -0.01], [0.25, -0.10, 0.06], [-0.24, 0.22, -0.11], [0.30, -0.12, 0.18], [0.14, 0.00, 0.08], [-0.06, -0.12, 0.06], [-0.08, -0.04, 0.31], [0.06, 0.07, -0.20], [-0.05, -0.27, -0.53], [0.23, -0.35, 0.36], [-0.74, 0.24, 0.11], [0.49, 0.53, 0.14], [-0.03, -0.11, 0.22], [0.17, -0.10, -0.11], [0.04, 0.22, 0.10], [-0.16, 0.16, 0.13], [-0.10, -0.26, 0.01], [-0.13, 0.01, 0.25], [0.18, 0.12, 0.08], [-0.33, -0.04, 0.07], [0.24, 0.24, -0.04], [0.15, 0.28, 0.04], [0.20, -0.17, 0.03], [0.02, -0.32, -0.10], [0.20, 0.16, -0.20], [-0.19, -0.02, -0.25], [-0.15, 0.08, 0.05], [-0.02, 0.02, -0.05], [-0.06, 0.00, 0.01], [0.03, 0.04, -0.02], [-0.18, -0.08, 0.22], [-0.07, 0.11, -0.30], [-0.01, 0.27, -0.13], [-0.18, -0.17, -0.21], [0.05, -0.25, -0.13], [0.10, -0.04, 0.32], [0.15, 0.13, -0.03], [0.02, -0.04, -0.03], [0.05, 0.04, -0.10], [-0.38, -0.02, -0.19], [0.00, -0.01, -0.01], [0.11, 0.00, -0.01], [-0.09, 0.09, -0.01], [-0.02, 0.00, 0.03], [0.02, -0.02, -0.01], [-0.01, 0.01, 0.00], [-0.01, 0.00, 0.01], [-0.04, -0.01, -0.02], [0.01, 0.01, 0.01], [0.00, -0.01, 0.00], [0.13, -0.11, -0.03], [-0.01, 0.00, 0.00], [0.00, 0.01, 0.00]]}



{"formula": "C4H14N", "method": "the ωB97M-V functional and the def2-TZVPD basis", "e_above_lowest_kj_mol": 138.5, "s_squared": 0.75, "homo_ev": [-21.836, -21.835], "charge": 2, "multiplicity": 2, "orbital_gap_ev": [14.67, 6.20], "elements": ["C", "N", "C", "H", "H", "H", "H", "H", "H", "H", "H", "C", "C", "H", "H", "H", "H", "H", "H"], "coordinates": [[0.522, 1.472, 1.593], [0.951, 1.197, 0.155], [2.359, 0.715, 0.021], [-0.505, 1.820, 1.522], [0.657, 0.546, 2.152], [1.230, 2.179, 2.021], [0.771, 2.045, -0.384], [0.298, 0.479, -0.195], [2.993, 1.548, 0.310], [2.568, 0.475, -1.020], [2.468, -0.167, 0.643], [-1.354, -0.940, -0.686], [-2.205, -2.102, -1.044], [-2.029, -0.125, -0.317], [-0.666, -0.732, -1.516], [-0.737, -1.147, 0.219], [-2.933, -1.884, -1.893], [-1.582, -2.957, -1.407], [-2.806, -2.423, -0.173]], "forces_ev_per_a": [[0.70, -0.32, -0.56], [-0.82, -0.39, 0.53], [0.00, 0.37, -0.40], [0.10, 0.12, 0.51], [-0.35, -0.01, -0.04], [-0.33, 0.31, -0.08], [0.27, 0.01, -0.17], [0.71, 0.72, 0.00], [0.22, -0.22, 0.25], [-0.09, -0.03, 0.00], [0.21, 0.08, 0.15], [-0.67, -1.57, -1.15], [0.95, 0.84, 2.15], [0.02, -0.19, 0.22], [0.01, 0.04, 0.17], [0.10, 0.20, 0.47], [-0.41, -0.91, -0.43], [0.08, 0.31, -1.26], [-0.70, 0.64, -0.35]]}



{"formula": "C23H23NbO16", "method": "the ωB97M-V functional and the def2-TZVPD basis", "homo_ev": -0.374, "charge": -2, "multiplicity": 1, "orbital_gap_ev": 1.59, "elements": ["C", "C", "O", "Nb", "C", "C", "O", "C", "O", "O", "H", "H", "H", "H", "H", "H", "H", "H", "H", "H", "H", "C", "C", "C", "O", "C", "C", "C", "O", "O", "O", "H", "H", "H", "H", "C", "C", "C", "O", "C", "C", "C", "O", "O", "O", "H", "H", "H", "H", "C", "C", "C", "O", "C", "C", "C", "O", "O", "O", "H", "H", "H", "H"], "coordinates": [[6.905, 0.097, -0.064], [6.795, 1.540, -0.835], [5.876, 1.543, -1.999], [3.877, 1.180, -1.434], [1.692, 0.545, -0.963], [1.631, 0.021, 0.589], [2.092, -1.226, 0.842], [3.409, 3.396, -1.136], [4.122, 4.422, -1.666], [2.237, 3.701, -0.250], [7.883, 0.158, 0.617], [7.119, -0.793, -0.826], [6.022, -0.143, 0.669], [7.881, 1.764, -1.278], [6.578, 2.458, -0.104], [3.361, 1.302, -3.164], [4.252, -0.616, -1.570], [4.258, 1.094, 0.339], [1.420, -0.343, -1.674], [1.021, 1.476, -1.199], [1.150, 0.725, 1.411], [-2.242, -0.050, 2.089], [-3.379, -0.047, 2.787], [-4.005, 1.227, 3.240], [-5.060, 1.199, 3.863], [-3.315, 2.486, 2.918], [-2.175, 2.482, 2.224], [-1.565, 1.210, 1.747], [-0.527, 1.239, 1.095], [-1.520, 3.661, 1.921], [-4.020, -1.228, 3.114], [-1.777, -0.969, 1.752], [-3.771, 3.403, 3.269], [-0.724, 3.394, 1.412], [-4.819, -0.960, 3.617], [1.784, -4.269, 0.266], [1.310, -5.312, 0.951], [1.745, -6.702, 0.643], [1.306, -7.638, 1.303], [2.695, -6.898, -0.463], [3.166, -5.856, -1.151], [2.753, -4.464, -0.824], [3.217, -3.525, -1.462], [4.057, -6.034, -2.193], [0.398, -5.137, 1.975], [1.479, -3.253, 0.481], [2.989, -7.916, -0.688], [4.249, -5.131, -2.529], [0.211, -6.039, 2.315], [-4.606, 3.217, -0.881], [-5.294, 4.066, -1.648], [-6.607, 3.684, -2.237], [-7.226, 4.492, -2.922], [-7.114, 2.329, -1.973], [-6.424, 1.479, -1.209], [-5.124, 1.870, -0.597], [-4.522, 1.074, 0.115], [-6.893, 0.203, -0.959], [-4.812, 5.333, -1.921], [-3.651, 3.482, -0.444], [-8.061, 2.058, -2.422], [-6.217, -0.215, -0.382], [-5.491, 5.752, -2.493]], "forces_ev_per_a": [[1.21, 0.07, 0.49], [1.04, 0.24, -0.55], [-1.05, -0.86, 3.16], [2.56, 1.64, -1.47], [-1.29, -0.88, 1.48], [2.14, -4.20, -1.84], [-2.82, 6.23, -0.51], [-2.01, 6.21, 2.04], [-2.95, -4.76, 2.13], [4.65, -1.63, -3.66], [-1.86, -0.04, -1.31], [-0.80, 2.02, 1.54], [1.52, 0.48, -1.83], [-2.08, -0.51, 0.85], [0.15, -2.16, -1.40], [-0.76, -0.11, -0.62], [-0.12, -0.35, 0.32], [-0.37, -0.01, 0.62], [0.54, 1.42, 1.45], [1.31, -1.66, 0.76], [2.04, -1.66, -1.52], [0.08, 0.09, 0.03], [-0.06, -1.28, 0.03], [-0.09, 0.73, 0.06], [0.21, -0.33, -0.15], [-0.57, -0.42, 0.32], [0.86, 2.08, -0.24], [0.84, -0.58, -0.61], [-2.22, 0.65, 0.54], [-0.66, -2.25, 0.12], [-0.06, 1.53, 0.07], [0.02, 0.06, -0.01], [0.02, -0.04, -0.02], [0.10, 0.23, -0.01], [0.41, -0.04, -0.25], [-0.09, -0.03, -0.07], [-0.66, 0.59, 0.68], [0.09, -0.39, -0.02], [0.01, 0.34, -0.10], [-0.24, -0.21, 0.30], [1.21, -0.79, -1.29], [0.12, 1.69, -0.26], [-0.32, -1.46, 0.32], [-1.11, 0.85, 1.20], [0.81, -1.09, -0.81], [0.19, 0.25, 0.00], [-0.01, 0.04, 0.02], [-0.11, -0.19, 0.21], [0.14, 0.45, -0.20], [0.02, -0.42, 0.23], [0.94, 1.46, -0.10], [-0.64, -0.07, -0.37], [0.45, -0.20, 0.34], [-0.04, 0.42, -0.18], [-0.97, -1.55, 0.06], [0.97, 0.09, 0.50], [-0.71, 0.26, -0.54], [1.18, 1.47, 0.12], [-1.32, -1.41, -0.09], [-0.01, -0.01, -0.02], [0.05, 0.02, 0.03], [-0.21, 0.19, -0.21], [0.31, -0.21, 0.25]]}